The following is a DFT calculation (ωB97M-V/def2-TZVPD) of a cluster of 2 separate species, C6H10N in total in a non-equilibrium geometry.

Geometry as XYZ:
```
17
Properties=species:S:1:pos:R:3:forces:R:3
C -0.059705 0.613984 -0.423421 2.75 -2.49 -1.52
H -1.626947 1.411098 0.157897 -2.08 0.75 -0.07
H 1.383163 0.726174 -2.109208 -0.51 1.52 1.48
H -0.882540 0.568207 1.611733 -0.25 0.19 -1.55
H 1.945125 1.257424 -0.449865 -0.05 0.36 -0.11
H 0.758716 2.418138 -1.295602 0.95 -1.45 -0.08
C -0.090441 -3.241024 2.790001 0.21 0.16 0.25
H -1.441258 -2.453746 -1.260897 -0.54 0.29 -0.29
C 1.109975 1.336423 -1.162442 -2.06 -1.08 -0.26
H -0.243651 2.035027 1.025633 0.99 2.82 0.56
C -0.305474 -0.790595 -0.803047 0.71 0.33 -1.03
C -0.735301 1.210877 0.687938 0.23 -2.72 1.11
H -0.078732 -3.995322 3.581742 -0.09 0.51 -0.71
H -2.324211 -0.832344 -0.983885 -3.20 1.28 0.24
H 0.552169 -1.402589 -1.222165 -0.54 1.14 0.87
C -1.490815 -1.393953 -1.028873 3.58 -1.01 0.66
N -0.045051 -2.390821 2.016165 -0.13 -0.60 0.46
```
Positions in Å, forces in eV/Å.

Energy relative to the best compared isomer or geometry (same formula, charge and spin) in kJ/mol: 236.5
Net charge: +1
HOMO energy in Eh: -0.5556
DFT total energy in eV: -7863.8972

Mulliken population analysis, charges in e, atoms 1 to 8:
1 C 0.907
2 H 0.395
3 H 0.359
4 H 0.296
5 H 0.362
6 H 0.373
7 C 0.035
8 H 0.276



The following is a DFT calculation (ωB97M-V/def2-TZVPD) of a cluster of 2 separate species, C6H10N in total in a non-equilibrium geometry.

Geometry as XYZ:
```
17
Properties=species:S:1:pos:R:3:forces:R:3
H -0.615235 -2.329749 -0.425244 0.54 -0.27 -0.52
H 2.311867 2.229750 0.473655 0.40 -0.24 0.33
H -1.619896 1.150120 -1.560749 0.19 -0.91 1.74
H -0.060737 -1.158373 -1.858916 -0.65 -0.67 1.75
H -1.288531 1.738974 0.087004 -0.44 0.63 0.49
H -2.727207 0.607877 -0.225364 0.93 0.45 0.08
N -0.378699 -0.418554 1.127530 1.04 0.79 0.75
H -1.723599 -1.487356 -1.549797 0.31 0.17 0.73
C -0.801643 -0.291094 -0.038636 -2.02 0.43 -1.78
C -0.773904 -1.408793 -0.974998 0.45 -0.38 -2.28
C 0.382710 -0.186116 2.094505 -0.75 -0.70 -0.78
H 2.569289 -0.576453 -1.091082 0.34 -3.15 -1.92
H 0.045757 -0.604635 3.010227 0.16 0.09 1.13
H 1.316819 0.312490 1.891830 0.34 0.03 0.24
C 2.521104 0.309240 -0.648797 -0.13 2.97 2.61
C -1.659540 0.880544 -0.436871 -0.16 0.22 -1.42
C 2.501446 1.232124 0.125701 -0.54 0.53 -1.14
```
Positions in Å, forces in eV/Å.

Energy relative to the best compared isomer or geometry (same formula, charge and spin) in kJ/mol: 270.4
Net charge: +1
HOMO energy in Eh: -0.5409
DFT total energy in eV: -7863.5453

Mulliken population analysis, charges in e, atoms 1 to 8:
1 H 0.379
2 H 0.403
3 H 0.345
4 H 0.296
5 H 0.390
6 H 0.327
7 N 0.062
8 H 0.376



The following is a DFT calculation (ωB97M-V/def2-TZVPD) of a cluster of 2 separate species, C6H10N in total in a non-equilibrium geometry.

Geometry as XYZ:
```
17
Properties=species:S:1:pos:R:3:forces:R:3
C 1.444991 1.746867 0.740796 2.39 0.48 2.12
C -0.154254 -2.154665 0.355065 1.81 1.57 0.28
C -0.714122 2.298827 -0.275674 0.07 2.94 1.93
H 0.386951 -1.674062 1.216869 -0.36 -0.80 -0.74
H 1.614184 -3.133699 -0.362271 -1.94 0.44 -0.57
H -0.612202 2.182214 -1.316925 0.00 0.97 -1.42
C -2.667913 -1.815839 0.379341 -5.30 -0.44 -0.68
H 0.120223 0.534487 0.073892 0.21 -0.22 0.15
H 2.185701 0.901127 0.953204 -1.49 0.99 -0.48
H -1.611406 1.906005 0.016849 -2.46 -1.50 0.49
C -1.511952 -1.779538 0.250699 3.96 -0.65 0.21
N 0.292546 1.521834 0.284576 1.86 -3.41 -0.19
C 0.512116 -2.866772 -0.557826 0.81 -1.37 0.07
H -0.054338 -3.381911 -1.389679 0.97 0.82 0.90
H -0.719515 3.230021 0.321405 0.23 0.45 -1.58
H 1.824885 2.741404 1.128875 -0.90 -0.87 -1.07
H -3.679756 -2.102732 0.142055 0.14 0.60 0.57
```
Positions in Å, forces in eV/Å.

Energy relative to the best compared isomer or geometry (same formula, charge and spin) in kJ/mol: 342.1
Net charge: +1
HOMO energy in Eh: -0.4676
DFT total energy in eV: -7862.8026

Mulliken population analysis, charges in e, atoms 1 to 8:
1 C 0.008
2 C -0.268
3 C -0.800
4 H 0.389
5 H 0.253
6 H 0.339
7 C -0.075
8 H 0.103



Short version: frontier orbital gap = 9.1, 10.1, 7.6 eV, in the order given.